Computed, not measured: the molecule C3H4Cl2S, with wB97M-V/def2-TZVPD.

Last column: Löwdin charge in e.
Geometry (Å):
Cl: 2.342028 -1.594129 -0.029503  0.61
Cl: 3.024839 1.232656 0.203697  0.61
S: -2.813184 -0.012135 -0.223803  0.50
C: 0.482507 0.408110 0.043761  -0.27
C: 1.771287 0.039720 0.168494  -1.17
C: -0.740683 -0.550588 -0.089998  -0.37
H: -0.636297 -1.444858 0.521199  0.04
H: -0.759998 -0.780064 -1.256571  0.08
H: 0.312729 1.554058 0.053594  0.13
H: -2.983228 1.147233 0.609130  -0.16

Forces on the atoms, in the same order (eV/Å):
-0.31 0.40 0.32
-0.05 -0.18 0.14
2.54 1.15 1.58
-1.02 1.43 0.81
-1.11 0.05 -0.86
-0.58 0.96 -3.44
-0.34 0.17 -0.10
0.15 -0.14 2.56
0.16 -2.16 -0.02
0.56 -1.67 -0.99

Net charge: 0
HOMO-LUMO gap, eV: 9.546
Max |F|, eV/Å: 3.6
LUMO level, eV: 0.1
Energy relative to the best compared isomer or geometry (same formula, charge and spin), kcal per mole: 38.8
SMILES string: SCC=C(Cl)Cl
HOMO level, Eh: -0.3456